[1]
174
Properties=species:S:1:pos:R:3 method="wB97M-V/def2-TZVPD" s2=3.754 spin_multiplicity=4 lumo_ev="0.57 / 0.57" homo_lumo_gap_ev="7.14 / 9.83"
V -1.576 3.290 0.665
C -0.194 1.449 -0.536
O -1.273 1.152 0.464
O 0.039 2.719 -0.416
C 1.123 0.642 -0.076
F 1.643 1.017 1.143
F 0.830 -0.706 -0.015
F 2.154 0.790 -0.892
C -2.282 0.150 0.160
C -3.059 -0.194 1.388
H -3.859 -0.792 1.034
H -2.556 -0.693 2.206
H -3.468 0.700 1.829
H -1.790 -0.733 -0.211
H -2.947 0.484 -0.621
H -0.488 1.100 -1.551
C -4.105 3.132 0.214
O -3.051 3.414 -0.795
O -3.542 3.272 1.366
C -5.228 4.200 -0.032
F -6.110 3.876 -0.988
F -5.892 4.418 1.175
F -4.674 5.402 -0.368
C -2.975 2.724 -2.090
C -3.807 3.224 -3.241
H -3.669 2.613 -4.129
H -4.880 3.192 -3.010
H -3.638 4.264 -3.485
H -3.325 1.692 -1.878
H -1.919 2.758 -2.432
H -4.498 2.108 -0.075
C 1.355 0.538 -4.035
C 1.599 2.047 -3.915
C 0.265 2.674 -4.421
O -0.648 1.711 -3.944
C -0.172 0.446 -4.245
H 1.588 0.027 -3.132
H 1.848 0.023 -4.854
H 2.504 2.291 -4.471
H 1.642 2.240 -2.848
H 0.166 2.785 -5.554
H 0.038 3.630 -3.974
H -0.526 0.208 -5.295
H -0.753 -0.258 -3.670
C -6.980 -4.521 -2.100
C -6.520 -4.495 -0.667
C -4.969 -4.263 -0.912
O -4.651 -4.480 -2.274
C -5.810 -4.988 -2.936
H -7.154 -3.408 -2.214
H -7.954 -4.959 -2.214
H -6.718 -5.441 -0.128
H -6.852 -3.758 0.084
H -4.464 -4.871 -0.190
H -4.729 -3.198 -0.673
H -5.850 -6.112 -2.973
H -5.705 -4.603 -3.919
C 6.100 -1.087 -2.777
C 6.768 -1.951 -1.704
C 5.716 -2.148 -0.560
O 4.592 -1.309 -0.936
C 5.017 -0.369 -1.872
H 5.721 -1.707 -3.604
H 6.814 -0.346 -3.179
H 7.608 -1.337 -1.283
H 7.131 -2.887 -2.201
H 6.170 -1.771 0.329
H 5.411 -3.194 -0.477
H 5.611 0.404 -1.436
H 4.131 0.029 -2.400
C -3.874 -0.676 -3.922
C -3.198 -1.717 -3.025
C -2.680 -2.618 -4.205
O -3.742 -2.616 -5.167
C -4.529 -1.463 -5.017
H -3.169 0.021 -4.291
H -4.675 -0.076 -3.393
H -3.918 -2.264 -2.457
H -2.424 -1.181 -2.436
H -2.425 -3.657 -3.961
H -1.863 -2.130 -4.670
H -5.518 -1.813 -4.663
H -4.715 -0.875 -5.966
C 4.825 1.955 2.049
C 5.939 1.062 1.470
C 6.739 0.795 2.731
O 6.600 1.844 3.657
C 5.267 2.265 3.511
H 3.939 1.242 2.104
H 4.577 2.753 1.419
H 6.470 1.583 0.672
H 5.507 0.095 1.098
H 7.835 0.701 2.544
H 6.380 -0.169 3.094
H 5.247 3.302 3.842
H 4.570 1.718 4.156
C 2.926 -2.901 2.368
C 3.259 -4.113 3.144
C 4.234 -3.679 4.311
O 4.761 -2.481 3.869
C 3.765 -1.842 3.077
H 1.796 -2.742 2.336
H 3.262 -3.031 1.318
H 3.699 -4.930 2.579
H 2.333 -4.477 3.648
H 5.075 -4.335 4.495
H 3.651 -3.553 5.232
H 4.302 -1.144 2.367
H 3.135 -1.192 3.691
C 2.649 -4.027 -2.157
C 1.796 -5.164 -2.725
C 0.477 -4.434 -3.141
O 0.669 -3.039 -3.006
C 2.085 -2.764 -2.841
H 3.701 -4.146 -2.429
H 2.501 -3.934 -1.108
H 1.695 -6.026 -2.074
H 2.341 -5.536 -3.547
H -0.391 -4.775 -2.568
H 0.243 -4.671 -4.195
H 2.198 -1.918 -2.198
H 2.592 -2.563 -3.835
C -1.940 7.540 -0.008
C -1.322 6.897 -1.281
C -0.361 5.908 -0.701
O -0.918 5.465 0.495
C -1.428 6.658 1.123
H -3.013 7.630 -0.013
H -1.468 8.542 0.047
H -0.883 7.642 -1.922
H -2.061 6.418 -1.971
H 0.625 6.392 -0.459
H -0.234 5.005 -1.344
H -0.644 7.056 1.813
H -2.227 6.350 1.762
C -1.278 0.102 4.505
C -1.090 0.371 6.074
C 0.505 0.474 6.206
O 0.933 0.927 4.899
C 0.151 0.245 3.939
H -1.915 0.771 3.970
H -1.606 -0.935 4.389
H -1.646 -0.376 6.734
H -1.467 1.384 6.362
H 0.892 -0.560 6.411
H 0.924 1.118 6.984
H 0.554 -0.754 3.723
H 0.114 0.878 3.036
C -0.055 4.885 4.286
C 1.033 4.961 3.223
C 0.780 3.605 2.527
O -0.638 3.490 2.500
C -1.234 4.255 3.536
H -0.342 5.853 4.702
H 0.290 4.226 5.125
H 2.036 5.105 3.541
H 0.958 5.780 2.495
H 1.063 2.770 3.121
H 1.139 3.414 1.520
H -1.891 3.600 4.183
H -1.907 4.926 3.055
C -0.483 -3.892 0.380
C 0.340 -4.991 1.069
C -0.229 -5.008 2.476
O -0.411 -3.649 2.759
C -0.985 -3.012 1.573
H -1.254 -4.239 -0.265
H 0.210 -3.331 -0.227
H 1.435 -4.777 1.117
H 0.259 -6.006 0.528
H 0.436 -5.392 3.279
H -1.175 -5.702 2.530
H -0.750 -1.963 1.533
H -2.068 -2.976 1.643

[2]
70
Properties=species:S:1:pos:R:3 method="wB97M-V/def2-TZVPD" lumo_ev=2.39 charge=-1 homo_lumo_gap_ev=5.07
Pb -0.151 -0.536 -0.007
C 0.818 -3.556 2.845
C 0.969 -2.891 1.642
N 0.132 -1.835 1.609
N -0.533 -1.826 2.752
C -0.146 -2.851 3.530
B -1.563 -0.745 3.040
N -2.571 -0.788 1.916
C -3.894 -1.010 1.932
C -4.348 -0.897 0.636
C -3.227 -0.589 -0.118
N -2.150 -0.521 0.690
N -0.859 0.568 2.821
C -0.634 1.602 3.646
C 0.030 2.568 2.921
C 0.165 2.042 1.646
N -0.393 0.815 1.607
H 1.346 -4.440 3.177
H 1.646 -3.159 0.842
H -0.533 -3.069 4.517
H -2.048 -0.867 4.124
H -4.482 -1.234 2.813
H -5.364 -1.015 0.283
H -3.201 -0.422 -1.186
H -0.929 1.651 4.686
H 0.369 3.534 3.271
H 0.637 2.525 0.801
C -2.142 -3.036 -2.152
C -2.192 -1.565 -2.422
C -3.067 -1.054 -3.373
C -3.109 0.320 -3.556
C -2.280 1.137 -2.793
C -1.395 0.567 -1.876
N -1.386 -0.782 -1.670
N -0.600 1.270 -1.040
Si 0.574 2.385 -1.718
C 2.215 2.116 -0.830
C 0.013 4.138 -1.297
C 0.831 2.245 -3.559
H -2.123 -3.601 -3.089
H -3.017 -3.339 -1.570
H -1.242 -3.297 -1.586
H -3.708 -1.708 -3.949
H -3.788 0.763 -4.276
H -2.330 2.214 -2.903
H 2.092 2.221 0.252
H 2.954 2.850 -1.164
H 2.605 1.116 -1.038
H -0.104 4.254 -0.216
H -0.945 4.362 -1.775
H 0.751 4.868 -1.643
H 1.068 1.217 -3.850
H 1.663 2.882 -3.876
H -0.055 2.564 -4.116
N 7.127 0.525 1.781
C 6.012 0.361 1.503
C 4.635 0.159 1.160
C 3.634 0.361 2.118
C 2.294 0.163 1.780
C 1.950 -0.235 0.490
C 2.942 -0.438 -0.467
C 4.285 -0.242 -0.135
H 3.891 0.673 3.128
H 1.512 0.319 2.518
H 2.663 -0.749 -1.470
H 5.051 -0.403 -0.891
Se 1.874 -3.100 -2.983
C 0.740 -2.734 -1.746
N -0.090 -2.466 -0.841
H 1.112 -0.355 -1.293

[3]
12
Properties=species:S:1:pos:R:3 method="wB97M-V/def2-TZVPD" de_lowest_kcal_mol=43.5 lumo_ev=0.09 smiles="C=CN.SS" homo_lumo_gap_ev=8.40
S 0.210 0.792 1.944
S -1.168 -0.862 1.759
H -0.467 1.503 0.844
H -0.352 -1.719 1.071
C 0.770 -1.243 -2.140
C 0.929 -0.060 -2.784
N 0.432 1.309 -2.617
H 0.458 -1.262 -1.118
H 0.785 -2.112 -2.829
H 1.559 -0.020 -3.630
H -0.532 1.493 -2.294
H 0.658 1.896 -3.431

[4]
12
Properties=species:S:1:pos:R:3 method="wB97M-V/def2-TZVPD" de_lowest_kcal_mol=32.7 lumo_ev=-4.44 charge=+1 smiles="S=C1C[NH2+]CS1" homo_lumo_gap_ev=8.45
C 0.338 0.842 1.255
C 0.986 -0.141 0.298
C -1.080 0.148 -0.858
N -0.123 -0.878 -0.426
S 1.205 1.457 2.482
S -1.284 1.276 0.895
H 1.397 0.573 -0.447
H 1.665 -0.795 0.812
H -0.744 0.923 -1.463
H -2.030 -0.473 -1.224
H 0.173 -1.229 -1.422
H -0.503 -1.704 0.098

[5]
12
Properties=species:S:1:pos:R:3 method="wB97M-V/def2-TZVPD" de_lowest_kcal_mol=11.0 lumo_ev=0.87 homo_lumo_gap_ev=11.41
C -1.539 -0.048 0.186
C -0.237 0.081 -0.565
C 0.962 0.653 0.201
C 1.526 -0.751 0.021
O 2.512 -1.357 0.310
O 0.443 -1.210 -0.669
H -1.988 0.940 0.340
H -1.353 -0.503 1.165
H -2.256 -0.672 -0.359
H -0.370 0.497 -1.568
H 1.530 1.436 -0.302
H 0.770 0.934 1.239

[6]
112
Properties=species:S:1:pos:R:3 method="wB97M-V/def2-TZVPD" de_lowest_kcal_mol=1.8 lumo_ev=1.51 charge=-1 homo_lumo_gap_ev=6.60
Ti 0.471 0.345 -0.982
C -2.077 1.861 -4.943
C -0.992 2.331 -3.973
C 0.185 2.955 -4.720
C -1.566 3.251 -2.920
C -1.834 4.581 -3.214
C -2.378 5.432 -2.266
C -2.642 4.958 -0.995
C -2.399 3.630 -0.652
C -2.634 3.187 0.777
C -1.835 4.058 1.748
C -4.118 3.191 1.148
C -1.887 2.782 -1.639
N -1.691 1.381 -1.385
C -2.726 0.680 -1.185
C -2.624 -0.794 -1.085
N -1.490 -1.344 -1.032
C -1.353 -2.730 -1.343
C -0.784 -3.642 -0.432
C -0.502 -4.921 -0.906
C -0.794 -5.312 -2.199
C -1.390 -4.415 -3.060
C -1.671 -3.112 -2.666
C -2.297 -2.185 -3.701
C -1.657 -2.317 -5.084
C -3.804 -2.441 -3.820
C -0.443 -3.346 1.030
C -0.560 -4.589 1.923
C -1.270 -2.242 1.678
H -1.648 1.153 -5.654
H -2.502 2.703 -5.499
H -2.896 1.364 -4.414
H -0.614 1.448 -3.469
H -0.123 3.811 -5.328
H 0.621 2.205 -5.382
H 0.950 3.280 -4.014
H -1.607 4.955 -4.205
H -2.580 6.467 -2.514
H -3.036 5.632 -0.244
H -2.262 2.170 0.878
H -1.913 3.668 2.764
H -2.204 5.087 1.751
H -0.781 4.076 1.470
H -4.539 4.196 1.066
H -4.249 2.853 2.179
H -4.700 2.536 0.496
H -3.724 1.124 -1.193
H -3.551 -1.362 -1.173
H -0.035 -5.637 -0.247
H -0.552 -6.314 -2.531
H -1.621 -4.720 -4.072
H -2.123 -1.153 -3.398
H -1.881 -3.281 -5.547
H -0.579 -2.170 -5.043
H -2.060 -1.542 -5.740
H -3.984 -3.459 -4.176
H -4.251 -1.750 -4.540
H -4.331 -2.336 -2.870
H 0.604 -3.031 1.046
H -1.573 -4.999 1.883
H -0.351 -4.303 2.956
H 0.138 -5.385 1.668
H -2.340 -2.471 1.620
H -1.086 -1.273 1.229
H -1.005 -2.166 2.736
Cl -0.685 2.683 6.407
C -0.507 2.087 4.773
C -1.513 1.307 4.207
C -1.382 0.854 2.915
C -0.239 1.134 2.117
O -0.198 0.714 0.902
C 0.788 1.895 2.743
C 2.091 2.194 2.129
O 2.616 1.609 1.215
C 0.618 2.381 4.043
H -2.398 1.071 4.784
H -2.170 0.263 2.465
H 2.631 3.025 2.635
H 1.405 2.984 4.483
O 0.926 -0.336 -5.311
Cl 1.448 -0.206 -3.875
O 0.224 -0.438 -2.860
O 1.288 1.674 -1.414
O 1.576 -1.051 -0.459
C 5.954 1.308 2.004
C 5.831 -0.207 2.138
C 5.811 -0.934 0.793
C 4.569 -0.657 -0.059
Ge 2.932 -1.552 0.531
C 2.364 -1.333 2.403
C 2.794 -2.430 3.370
C 2.130 -2.314 4.743
C 2.440 -1.005 5.462
H 6.016 1.784 2.986
H 5.094 1.730 1.485
H 6.856 1.574 1.446
H 4.923 -0.445 2.698
H 6.668 -0.587 2.733
H 5.904 -2.012 0.970
H 6.711 -0.646 0.237
H 4.728 -1.007 -1.082
H 4.349 0.409 -0.125
H 3.118 -3.088 0.313
H 1.271 -1.296 2.347
H 2.680 -0.350 2.749
H 3.884 -2.416 3.497
H 2.555 -3.411 2.945
H 2.443 -3.157 5.368
H 1.046 -2.406 4.617
H 3.520 -0.857 5.551
H 2.015 -0.993 6.467
H 2.029 -0.150 4.923

[7]
17
Properties=species:S:1:pos:R:3 method="wB97M-V/def2-TZVPD" de_lowest_kcal_mol=96.5 lumo_ev=0.91 homo_lumo_gap_ev=9.55
C -0.905 -0.622 -0.167
C -0.259 0.498 -0.898
C -0.632 1.385 0.280
C -0.144 0.073 1.015
C 1.766 -0.877 -0.075
C 1.229 0.346 -0.681
H -2.725 -1.150 0.551
H -0.681 -1.712 -0.322
H -0.442 0.764 -1.954
H 0.038 2.197 0.639
H -1.689 1.731 0.348
H -0.428 -0.315 2.015
H 1.377 -1.895 -0.285
H 2.850 -1.108 -0.051
H 1.816 1.197 -1.093
N 1.160 0.083 0.835
O -2.332 -0.595 -0.158

[8]
17
Properties=species:S:1:pos:R:3 method="wB97M-V/def2-TZVPD" de_lowest_kcal_mol=90.0 lumo_ev=-0.26 homo_lumo_gap_ev=7.57
C 0.996 -1.393 0.597
C 0.760 0.067 0.936
C 1.311 1.071 -0.075
C -0.861 -0.304 -1.784
C -1.856 0.166 -0.915
C -1.672 0.377 0.445
O -0.654 0.310 1.252
H 2.076 -1.561 0.515
H 0.531 -1.624 -0.364
H 0.606 -2.044 1.386
H 1.193 0.278 1.918
H 1.377 0.632 -1.071
H 2.298 1.413 0.257
H -1.323 -0.388 -2.787
H -2.894 0.376 -1.201
H 0.658 1.950 -0.138
H -2.547 0.673 1.029

[9]
19
Properties=species:S:1:pos:R:3 method="wB97M-V/def2-TZVPD" s2=8.752 de_lowest_kcal_mol=17.4 spin_multiplicity=6 lumo_ev="-7.16 / -7.15" charge=+2 homo_lumo_gap_ev="11.46 / 13.04"
Mn -27.734 -3.299 14.101
O -27.530 -1.165 14.111
H -28.120 -0.437 14.346
H -26.841 -0.692 13.637
O -25.717 -3.421 14.844
H -24.940 -3.596 14.297
H -25.433 -3.072 15.649
O -27.013 -3.243 12.110
H -26.571 -3.995 11.693
H -27.052 -2.610 11.410
O -28.294 -5.409 14.055
H -28.111 -5.929 13.285
H -28.429 -6.100 14.717
O -29.751 -2.864 13.246
H -30.266 -2.181 12.792
H -29.709 -3.468 12.512
O -28.370 -3.212 16.285
H -27.923 -3.911 16.738
H -28.388 -2.545 16.958